[1]
Here is a 2-piece molecular cluster, C33H43N2O2Si overall in a non-equilibrium geometry from the Open Molecules 2025 dataset. Energies are from ωB97M-V with the def2-TZVPD basis set.

XYZ file:
```
81
Properties=species:S:1:pos:R:3:forces:R:3
Si 1.09609 -4.05819 -2.65824 -0.01 0.16 0.37
O 0.46344 -2.62473 -2.09263 -0.36 0.90 0.19
O -1.08533 5.05792 -2.76513 0.06 -0.24 0.29
N -0.15456 4.03175 -0.34145 0.22 0.18 -0.40
N -0.10982 0.50019 -0.25020 1.93 1.34 0.96
C -0.26546 3.89199 -2.79843 -0.22 0.19 -0.04
C 4.21047 -2.35148 1.12334 -0.05 0.11 0.09
C -0.90751 3.66078 6.04515 -0.01 -0.17 -0.47
C 0.38930 -1.90451 -0.87714 -0.51 -0.67 -0.15
C -0.94080 -1.99641 1.28689 -0.38 -0.09 0.00
C -1.07332 5.17299 -0.33757 0.54 0.30 -0.54
C 4.08931 -1.55445 -0.01591 -0.13 0.02 -0.24
C 0.62042 3.79703 -1.56588 0.16 0.90 0.14
C -2.26670 0.23577 -1.21087 -0.31 -0.25 0.52
C 2.79297 -3.69151 -3.31988 0.13 -0.16 -0.18
C -1.46768 1.01883 -0.16191 -1.04 0.30 -0.27
C 1.72609 -2.04741 -0.12271 -0.45 -0.35 -0.33
C 3.09940 -3.03805 1.60910 -0.30 -0.05 -0.24
C 0.87998 1.01596 0.48218 -1.51 -0.76 -1.83
C -1.30475 4.58935 5.06950 0.16 -0.17 0.00
C 2.85591 -1.43021 -0.65958 0.26 0.08 0.44
C -2.95944 -3.52286 0.11127 0.18 0.14 -0.26
C -0.52163 3.10034 3.30369 0.40 0.56 1.11
C -0.84157 -2.36980 -0.05729 0.57 0.09 -0.13
C -0.13561 2.17275 4.30145 0.04 0.20 -0.18
C 1.86213 -2.92116 0.96135 0.39 0.27 0.17
C -0.33162 2.44396 5.64925 -0.06 0.25 -0.07
C -2.05623 -2.37268 2.03679 0.16 0.09 -0.12
C 1.12070 -5.30785 -1.28395 0.13 -0.26 0.00
C 0.69488 1.87053 1.57132 -0.21 1.33 1.17
C -3.05327 -3.15599 1.45252 -0.14 0.04 0.08
C -1.86763 -3.10461 -0.65778 0.06 -0.10 0.29
C -0.10341 -4.56135 -3.98187 0.04 -0.05 -0.14
C -0.32182 2.75104 1.91049 -0.09 -1.67 0.94
C 0.09585 -0.44130 -1.35563 0.18 -0.43 -0.59
C -1.91231 5.15684 -1.60629 0.04 0.12 -0.24
C -1.21249 -0.31906 -2.16637 0.31 0.47 -0.43
C -1.10630 4.32522 3.71268 0.07 -0.52 -0.03
H 5.17278 -2.44219 1.62816 -0.26 0.04 -0.14
H -1.87424 0.89967 0.85622 0.27 -0.06 -0.19
H 1.54430 1.82137 2.26563 -0.44 0.00 -0.13
H -1.77049 5.52410 5.37820 0.16 -0.19 -0.11
H -1.72178 5.08239 0.54195 0.00 0.15 -0.08
H -1.09098 -4.77362 -3.55392 0.17 -0.02 -0.09
H -3.91319 -3.47365 2.04577 0.28 0.09 -0.19
H -1.49914 -1.25229 -2.66243 0.17 0.26 0.22
H -1.05501 3.87281 7.10697 0.01 -0.04 -0.41
H -2.62676 4.30943 -1.56633 0.16 0.28 -0.13
H -3.73183 -4.12999 -0.36644 0.18 0.21 0.27
H 3.47140 -3.32202 -2.54045 -0.15 -0.15 -0.13
H 0.25801 -5.46831 -4.48298 -0.16 0.15 0.00
H 0.35603 4.01371 -3.70116 -0.31 -0.30 0.35
H 1.01177 -3.51634 1.30227 0.34 0.32 -0.05
H -1.01249 0.43162 -2.94634 -0.17 -0.28 0.05
H -0.12513 -1.43744 1.75336 -0.37 -0.15 -0.09
H 1.20209 -6.30376 -1.74221 0.00 0.10 0.24
H -0.89032 2.97827 -2.88059 0.08 0.33 -0.06
H 3.17080 -3.67348 2.49244 0.11 0.11 -0.29
H 0.50958 4.16472 0.42255 -0.19 -0.05 -0.42
H 1.89856 0.72046 0.23999 -0.28 -0.38 0.08
H 1.97204 -5.16350 -0.60849 -0.14 -0.09 -0.14
H -2.99690 0.89171 -1.70173 0.23 -0.22 0.04
H -0.51753 6.12566 -0.28002 -0.27 -0.12 0.00
H 4.94870 -1.02175 -0.42162 -0.11 -0.23 0.12
H -1.08012 3.13319 1.23145 0.45 -0.50 0.15
H -1.47360 2.09652 -0.40413 0.26 -0.55 0.08
H -2.12597 -2.05206 3.07779 -0.06 -0.21 -0.27
H -0.21783 -3.76900 -4.73139 0.03 -0.17 0.08
H 1.06374 2.79925 -1.48865 0.06 0.07 -0.16
H -1.37451 5.06386 2.95111 -0.02 -0.22 0.33
H 2.77396 -0.85756 -1.58734 0.13 -0.12 0.35
H -2.82022 -0.57306 -0.71619 0.13 0.18 -0.20
H -2.45125 6.11624 -1.72463 0.11 -0.65 0.14
H 0.94617 -0.11366 -1.98086 -0.35 -0.10 0.41
H 0.31732 1.22672 3.98320 -0.31 0.34 0.27
H -0.03346 1.70068 6.38601 -0.09 0.22 -0.09
H 3.21747 -4.61415 -3.74117 0.05 0.26 0.02
H 0.19723 -5.27345 -0.69181 0.14 -0.05 -0.14
H 2.74250 -2.93608 -4.11608 0.03 -0.19 0.12
H -1.80788 -3.35956 -1.71977 0.04 0.02 0.46
H 1.43851 4.53492 -1.64662 -0.14 -0.20 -0.15
```
Positions in Å, forces in eV/Å.

Computed properties:
- E_tot: -1832.55846 hartree
- 2S+1: 1
- Net charge: +1
- E_HOMO: -0.429 Ha
- Molar mass: 527.805 g mol⁻¹

[2]
Here is one molecule with the formula C6H10O in a non-equilibrium geometry from the Open Molecules 2025 dataset. Energies are from ωB97M-V with the def2-TZVPD basis set.

XYZ file:
```
17
Properties=species:S:1:pos:R:3:forces:R:3
O -1.49516 -0.73508 0.81991 0.03 0.08 -1.61
C -2.73234 0.26897 -0.90818 -2.59 0.86 -0.58
C 1.02584 0.23828 -0.33435 -1.01 -0.39 4.13
C -1.42132 0.16291 -0.30009 0.55 -2.10 1.30
C 2.94577 -0.28288 1.04639 -1.84 1.41 0.47
C 1.37697 0.04828 0.97565 3.32 0.03 -2.16
C -0.27259 0.67010 -0.76696 -1.04 -1.18 0.52
H -2.70500 0.14093 -1.96896 0.62 2.06 -1.35
H 3.23141 -0.76702 1.96344 0.13 -0.39 0.31
H 0.92101 0.28206 1.93660 -0.52 0.16 -0.71
H 3.47593 0.71078 1.01964 -0.30 -1.10 -0.16
H 3.15651 -0.89954 0.18378 0.51 -0.02 -0.05
H -3.47489 -0.54268 -0.98652 0.52 -0.86 2.01
H -2.09711 -1.44000 0.46079 0.77 0.91 0.92
H -3.32217 1.09565 -0.42058 0.46 -0.43 -1.25
H -0.27514 1.23240 -1.65660 -0.49 0.76 -0.96
H 1.66226 -0.18314 -1.06396 0.88 0.18 -0.86
```
Positions in Å, forces in eV/Å.

Computed properties:
- E_tot: -309.75201 hartree
- 2S+1: 1
- SMILES string: C/C=C/C=C(/C)O
- E_HOMO: -0.299 Ha
- Molar mass: 98.145 g mol⁻¹

[3]
Here is one molecule with the formula C3H5N3OS in a non-equilibrium geometry from the Open Molecules 2025 dataset. Energies are from ωB97M-V with the def2-TZVPD basis set.

XYZ file:
```
13
Properties=species:S:1:pos:R:3:forces:R:3
S -1.38117 0.28009 -2.06215 0.32 0.53 -0.05
O 1.00585 1.50107 -2.13663 -0.84 -1.11 0.23
N -0.36675 0.71583 0.72237 -1.23 0.32 2.19
N -2.55860 -1.59377 -0.63671 3.35 -1.63 2.61
N 0.53522 0.63111 -0.02302 0.02 -0.12 -2.14
C 0.25150 0.79205 -1.51715 0.77 1.92 -0.95
C 1.93800 0.49526 0.22505 2.13 -0.53 0.61
C -1.47234 -0.86642 -0.82231 -0.26 -2.24 0.50
H 2.45540 1.42881 0.02040 -0.14 0.26 0.41
H -2.44284 -2.40969 0.07077 -0.66 2.19 -1.76
H -3.41463 -1.43899 -1.03563 -2.72 0.20 -1.20
H 2.11335 0.10309 1.23723 -0.28 0.50 -0.30
H 2.42382 -0.18880 -0.47184 -0.45 -0.28 -0.16
```
Positions in Å, forces in eV/Å.

Computed properties:
- E_tot: -754.83944 hartree
- 2S+1: 1
- E_HOMO: -0.276 Ha
- Molar mass: 131.160 g mol⁻¹

[4]
Here is C19H18Cl2N4O6S2V as an isolated structure from the Open Molecules 2025 dataset. Energies are from ωB97M-V with the def2-TZVPD basis set.

XYZ file:
```
52
Properties=species:S:1:pos:R:3:forces:R:3
V -1.03320 -0.24144 -0.18729 0.16 -0.23 0.13
Cl 3.80442 0.45160 1.93103 0.01 0.00 0.00
Cl -1.53648 1.13111 2.67150 -0.01 0.07 0.13
S 0.85032 -0.59131 1.36379 -0.11 0.03 -0.06
S 0.04903 2.11351 -0.47198 0.01 0.01 -0.03
O -4.89642 0.85937 -0.75634 -0.03 0.02 -0.03
O -3.39730 1.02253 -3.19339 0.02 -0.02 0.02
O -2.93471 0.31793 0.17842 -0.03 0.00 -0.08
O 0.85352 -1.58361 -1.99235 0.00 0.01 0.01
O -1.79969 -0.05107 -2.05520 0.01 -0.07 -0.01
O -2.92665 -2.06619 1.44608 0.03 0.02 0.00
N -1.85643 -2.02256 0.57192 -0.10 0.17 -0.05
N -2.31120 3.06511 -1.19585 0.05 0.03 -0.03
N -0.02247 -1.82125 -1.11675 0.03 0.00 -0.05
N -0.87949 2.66874 -2.92713 -0.01 0.02 -0.07
C -0.25816 -3.05317 -0.71813 0.00 0.02 -0.01
C 0.35648 2.68545 3.74205 -0.03 0.02 0.02
C 0.38025 2.30728 -3.51492 0.05 0.02 0.01
C 2.82366 1.66977 -4.62925 0.01 0.01 0.00
C 0.11657 1.58263 2.94388 0.03 -0.04 -0.04
C 0.55076 -4.16944 -1.28316 0.01 -0.01 0.01
C -2.95100 0.49859 -2.18059 -0.08 0.03 -0.10
C 2.43757 1.28474 2.60905 0.00 0.00 0.00
C -1.10225 2.65776 -1.61149 -0.01 -0.04 0.07
C 0.70289 0.97691 -3.72467 -0.05 0.06 0.02
C 1.93531 0.66407 -4.27829 0.00 -0.02 0.00
C 1.13659 0.83339 2.33543 -0.02 0.01 0.01
C 1.26116 3.32226 -3.85850 0.01 -0.01 0.00
C 2.70355 2.38435 3.40816 0.01 0.00 0.00
C -1.86675 -4.43387 0.79417 -0.02 0.01 -0.01
C 1.65939 3.09148 3.97798 -0.01 0.00 0.00
C 2.48701 3.00101 -4.42054 0.00 0.00 -0.01
C -3.72751 0.56213 -0.83550 0.11 -0.01 0.17
C -1.34133 -3.15134 0.23950 0.04 0.01 -0.05
H -3.28730 -1.16372 1.33899 -0.01 -0.05 -0.01
H 3.18272 3.78782 -4.68365 0.00 0.00 0.00
H -0.48182 3.21816 4.16964 0.00 0.00 0.00
H -3.07954 3.11560 -1.85109 -0.02 0.00 0.01
H 1.61105 -3.92347 -1.18976 0.00 0.00 0.00
H -2.94982 -4.46228 0.67239 0.00 0.00 0.01
H 0.35890 -4.28791 -2.35333 -0.01 0.00 0.00
H -1.42275 -5.29509 0.30467 0.00 0.00 0.00
H 2.20184 -0.37715 -4.40220 0.00 0.00 0.00
H 0.35992 -5.11572 -0.78094 -0.01 0.00 0.00
H 3.73155 2.67771 3.57002 0.00 0.00 0.00
H -2.53476 2.87913 -0.23084 0.00 -0.01 0.00
H -1.70036 2.58030 -3.51787 -0.03 0.00 0.00
H 0.01607 0.20522 -3.40979 0.02 -0.03 -0.01
H 0.98600 4.35200 -3.66838 0.00 0.00 0.00
H -1.66524 -4.48333 1.86538 0.01 0.00 0.00
H 1.85841 3.95497 4.59875 0.00 0.00 0.00
H 3.78809 1.41825 -5.05314 0.00 0.00 0.00
```
Positions in Å, forces in eV/Å.

Computed properties:
- E_tot: -4066.24592 hartree
- 2S+1: 3
- Net charge: -1
- ⟨S²⟩: 2.021
- E_HOMO (alpha / beta): -0.182 / -0.182 Ha
- Molar mass: 584.359 g mol⁻¹

[5]
Here is C32H29ClCrN4O9PSSe as an isolated structure in a non-equilibrium geometry from the Open Molecules 2025 dataset. Energies are from ωB97M-V with the def2-TZVPD basis set.

XYZ file:
```
79
Properties=species:S:1:pos:R:3:forces:R:3
Se 3.05514 -0.02255 0.37805 0.67 -0.05 -0.06
Cr 0.37280 -0.31650 0.33925 1.56 0.00 0.20
Cl -1.28869 -2.03729 0.67301 -0.38 -0.35 -0.08
S 2.43218 -5.62681 -6.82968 0.03 0.04 0.05
P -1.55488 1.12755 0.55745 -0.42 0.23 0.04
O 2.07186 -6.13261 -5.51840 -0.01 -0.05 -0.09
O 4.11427 0.05935 -0.81198 -0.33 -0.01 0.10
O 1.73943 1.04676 0.14544 -0.31 -0.23 0.22
O 3.62789 -6.19390 -7.40884 -0.06 -0.04 0.00
O 2.08748 -1.41189 0.36288 -0.43 0.41 0.04
O -0.92762 -1.29423 3.43420 -0.19 -0.04 0.05
O 0.68140 -0.17956 2.32278 -0.14 -0.15 -0.36
O 3.70407 0.19669 1.85237 -0.35 -0.01 0.00
O 1.31706 -5.42990 -7.74143 0.01 -0.07 0.01
N 2.22793 -3.32410 -5.47937 0.02 -0.07 -0.04
N 3.74588 -3.26642 -7.28168 -0.03 -0.04 -0.04
N 2.57178 -0.74998 4.08827 0.34 0.03 -0.25
N 0.40208 -0.66496 -1.73065 0.14 -0.01 -0.10
C 3.36220 -1.30620 -5.97960 0.03 0.02 0.03
C 1.16625 -1.10232 4.45707 -0.04 0.03 0.12
C -2.56458 4.83303 -0.85973 0.00 0.00 0.03
C 2.87248 -3.89525 -6.49082 -0.01 0.10 0.02
C -2.32811 3.77577 0.00837 0.02 0.01 -0.02
C 1.91528 0.87057 5.66610 -0.02 -0.03 0.02
C -1.73911 1.71077 2.25982 0.09 -0.02 -0.04
C 0.32018 -1.93854 -2.17172 -0.21 0.01 0.07
C -2.78972 1.33194 3.08278 -0.04 0.04 -0.02
C -1.78751 3.50715 -2.71110 -0.01 0.02 0.03
C 3.14267 0.14995 5.13717 0.05 0.05 0.09
C 1.76894 -0.18794 -3.63989 -0.05 0.03 -0.04
C -2.98962 0.06446 0.21725 0.13 -0.06 0.01
C 0.20050 -0.86682 3.29959 -0.14 0.25 0.06
C -2.85315 -1.31634 0.28377 0.11 0.03 -0.04
C -1.54521 2.45095 -1.84977 -0.03 0.01 0.02
C -0.71988 2.52672 2.75347 0.02 0.00 0.02
C -3.89184 -2.18923 0.03420 -0.06 0.03 0.01
C -1.82889 2.60221 4.88297 0.01 0.01 0.01
C 0.94717 -2.39184 -3.30188 0.02 0.00 -0.06
C -1.81602 2.58092 -0.48723 0.04 -0.11 -0.10
C -2.29584 4.70019 -2.21345 0.02 -0.01 0.00
C 1.10566 0.19141 -2.49533 -0.06 0.10 0.05
C 1.73004 -1.51467 -4.05040 0.04 -0.02 -0.05
C -2.83559 1.78480 4.39486 0.03 -0.01 0.00
C 2.47627 -2.04970 -5.22242 -0.15 0.07 0.13
C 3.97155 -1.98966 -7.02213 0.05 0.00 -0.06
C -5.29463 -0.28283 -0.40961 0.02 0.03 0.00
C -4.23370 0.57063 -0.14731 -0.09 -0.02 0.06
C -5.12505 -1.65606 -0.31338 0.03 -0.02 0.01
C 0.83566 -0.21427 5.67310 0.01 0.02 0.01
C -0.76924 2.97511 4.06168 -0.06 -0.01 -0.03
H 1.15895 1.21312 -2.14779 0.08 -0.04 0.05
H -2.47960 5.52868 -2.88367 -0.01 0.02 -0.01
H -1.57912 3.40141 -3.76684 0.01 -0.01 -0.02
H 3.61827 -0.45864 5.90601 -0.04 -0.02 -0.02
H 0.11764 2.79652 2.11886 0.01 -0.01 -0.01
H -0.17036 0.19002 5.58413 -0.02 -0.02 0.02
H 2.33155 0.55910 -4.17947 0.02 0.01 -0.01
H 0.01620 3.61440 4.44137 0.02 0.03 0.01
H 1.64026 1.68274 4.99216 0.00 -0.01 -0.02
H -0.28029 -2.62168 -1.58944 0.10 0.01 0.06
H -1.15430 1.51873 -2.23610 -0.02 -0.03 -0.02
H 0.88180 -0.79856 6.59179 0.02 -0.01 -0.01
H -1.86445 2.94806 5.90775 -0.01 0.02 0.01
H 4.67353 -1.48209 -7.67546 0.03 0.01 0.00
H 0.87149 -3.42490 -3.61258 0.00 -0.03 -0.01
H -2.96080 5.76261 -0.47406 0.00 0.01 0.00
H -6.25320 0.12546 -0.69721 -0.02 0.01 0.00
H -3.65489 1.48864 5.03487 -0.02 -0.01 0.02
H 2.63737 -0.24270 3.15923 -0.04 -0.24 -0.01
H 2.09440 1.28864 6.65455 -0.01 0.04 -0.02
H 3.88399 0.79528 4.67315 0.03 -0.03 -0.02
H 1.11396 -2.16164 4.70081 0.03 0.03 0.02
H -4.36723 1.64224 -0.22506 0.01 0.02 -0.02
H 3.14315 -1.58267 3.94991 -0.01 0.11 -0.02
H -3.56822 0.67784 2.71260 0.00 -0.01 0.00
H -5.94922 -2.32347 -0.52272 -0.01 -0.01 0.00
H 3.59248 -0.27093 -5.77981 0.00 0.04 0.00
H -2.53934 3.88577 1.06357 -0.01 0.00 0.02
H -3.74124 -3.25657 0.10139 0.01 -0.03 -0.02
```
Positions in Å, forces in eV/Å.

Computed properties:
- E_tot: -6778.63087 hartree
- 2S+1: 4
- ⟨S²⟩: 3.785
- E_HOMO: -0.254 Ha
- Molar mass: 843.053 g mol⁻¹

[6]
Here is a 2-piece molecular cluster, C4H12 overall in a non-equilibrium geometry from the Open Molecules 2025 dataset. Energies are from ωB97M-V with the def2-TZVPD basis set.

XYZ file:
```
16
Properties=species:S:1:pos:R:3:forces:R:3
C 2.24977 1.65304 0.15989 -0.97 0.23 1.38
C -1.82694 -1.43358 -0.94359 0.05 -2.14 -0.55
C 1.78736 0.25383 0.63364 -0.13 1.13 -1.31
C -2.20349 -0.52065 0.18530 -0.08 1.23 -0.37
H 3.28152 1.84687 0.44284 0.30 -0.17 -0.77
H -2.15510 -0.95947 1.17656 0.31 -0.08 0.02
H -0.80088 -1.79911 -0.82785 0.21 0.61 -0.13
H 1.72137 2.42415 0.74218 -0.12 -0.19 -0.08
H 2.17724 -0.47088 -0.07968 0.41 -0.39 0.54
H -1.51584 0.32657 0.07005 0.06 -0.08 0.70
H 0.70837 0.18748 0.48604 -0.05 -0.02 0.48
H -3.17351 -0.02254 0.11074 -0.22 -0.47 -0.25
H -1.96136 -1.03550 -1.94809 0.19 0.44 0.13
H 1.95355 1.84406 -0.86602 0.61 -0.04 -0.27
H -2.31668 -2.42215 -1.01169 -0.55 0.50 0.44
H 2.07463 0.12787 1.66969 -0.03 -0.55 0.03
```
Positions in Å, forces in eV/Å.

Computed properties:
- E_tot: -159.57025 hartree
- 2S+1: 1
- SMILES string: CC.CC
- E_HOMO: -0.418 Ha
- Molar mass: 60.140 g mol⁻¹